1.
63
Properties=species:S:1:pos:R:3 method="wB97M-V/def2-TZVPD" charge=+2 spin_multiplicity=1 lumo_energy_ev=-11.051 homo_lumo_gap_ev=2.19 largest_force_ev_per_a=2.90 homo_energy_ev=-13.25
Sn 3.174 2.967 6.344
Cl 2.955 -0.605 1.974
Cl 3.584 0.562 5.104
S -2.179 1.631 2.609
Si -1.597 -0.040 1.305
Si 1.122 0.436 2.038
F -1.336 3.002 2.312
O -3.657 1.895 -0.786
O -4.249 -1.257 1.588
O 2.617 -3.910 -1.709
O -0.041 -0.672 1.638
O -2.459 -2.791 2.007
O -3.524 1.910 2.255
O 2.602 2.717 4.170
O -2.109 1.252 4.000
C 1.572 2.177 -1.622
C -2.243 1.783 -0.893
C 1.314 1.896 0.884
C 2.395 1.931 -2.904
C -1.745 0.358 -0.553
C 1.381 -0.500 -2.792
C -5.551 -0.783 -0.448
C 2.478 0.442 -3.360
C -4.779 -1.860 0.366
C 2.270 1.635 -0.343
C 2.305 1.533 4.305
C 1.860 -1.987 -3.043
C 0.978 0.988 3.906
C 2.669 -4.425 -0.377
C 2.387 -2.511 -1.684
B -2.905 -1.513 1.666
H 2.744 -1.968 -3.698
H -5.488 -2.644 0.664
H 0.554 1.773 -1.725
H 0.771 0.125 4.561
H -6.601 -1.067 -0.576
H 1.773 2.709 1.482
H 1.595 -2.322 -0.922
H 3.175 2.242 -0.196
H 2.533 0.580 -0.480
H 1.680 -4.867 -0.151
H -1.983 1.991 -1.949
H 3.463 -0.020 -3.195
H 1.232 -0.426 -1.707
H 3.439 -5.204 -0.315
H 1.063 -2.629 -3.430
H 0.372 2.311 0.496
H 2.055 2.613 -3.695
H -2.490 -0.337 -0.984
H 1.463 3.270 -1.500
H -2.250 -3.254 1.178
H 2.830 -3.631 0.370
H -5.519 0.174 0.086
H 3.429 2.253 -2.672
H -5.044 -0.664 -1.416
H 3.319 -1.988 -1.384
H -3.976 -2.332 -0.231
H 0.269 1.818 4.049
H -3.919 2.508 -1.484
H -0.781 0.100 -1.016
H 2.340 0.441 -4.454
H 0.446 -0.407 -3.366
H -1.784 2.590 -0.293

2.
82
Properties=species:S:1:pos:R:3 method="wB97M-V/def2-TZVPD" smiles="CB(O)[C@]1(C[C@@H](O)C(F)(F)F)[C@@H](N(C(C)=O)C(C)=O)[C@@](CN)([C@H](Br)[C@H](C)Br)OS(=O)(=O)[C@@]1(CCN)CCc1ccccc1" spin_multiplicity=1 lumo_energy_ev=-1.146 homo_lumo_gap_ev=6.63 largest_force_ev_per_a=10.29 homo_energy_ev=-7.77
Br 1.907 3.263 -3.385
Br 4.082 -0.775 -1.942
S -0.367 -1.599 -1.273
F -3.209 1.291 4.816
F -1.525 -0.002 3.767
F -3.944 -0.542 3.505
O 2.670 1.247 0.978
O 0.761 -0.570 -1.907
O -1.361 -2.235 -2.254
O -3.422 -0.151 -1.733
O -4.374 1.353 1.732
O -0.514 4.745 -0.296
O 0.524 -2.865 -0.896
N 0.665 2.492 -0.013
N -1.988 -4.136 0.245
N -1.370 0.174 -3.980
C 0.430 -2.280 2.187
C -1.756 1.697 1.278
C -2.877 0.529 3.550
C 0.257 -0.935 1.310
C 1.629 2.122 0.982
C 1.958 -4.648 2.404
C 2.554 -0.504 -4.487
C -1.077 -0.819 0.300
C 0.586 3.970 -0.209
C -0.197 1.625 -0.809
C 3.323 -5.552 2.453
C -1.421 0.793 -0.018
C 3.020 0.397 -3.239
C 1.991 1.418 -2.509
C 1.608 2.941 2.451
C -2.351 -1.583 0.975
C 0.470 0.818 -2.119
C -3.573 2.417 -1.218
C 4.764 -3.170 1.968
C -3.014 1.557 2.232
C -2.908 -2.960 0.319
C 3.357 -2.267 1.924
C -0.325 1.168 -3.552
C 4.770 -4.810 2.242
C 1.996 4.877 -0.269
C 1.918 -2.996 2.145
B -2.762 0.959 -1.023
H 3.885 1.107 -3.669
H 0.921 -5.185 2.595
H -3.832 -3.301 0.996
H 1.761 5.955 -0.720
H -1.015 -0.456 -4.733
H -2.163 -4.766 -0.576
H 2.735 -0.067 -5.563
H 3.218 -6.714 2.682
H -2.284 0.629 -4.243
H -4.785 2.226 1.439
H -3.418 -2.669 -0.722
H 1.411 -0.839 -4.445
H 2.617 1.701 -1.532
H 2.362 5.094 0.844
H -4.642 2.407 -0.730
H -0.328 -3.149 2.003
H 0.669 3.633 2.558
H 0.278 -1.980 3.335
H -0.842 1.751 2.049
H 5.841 -2.687 1.810
H -0.822 2.225 -3.567
H -0.838 2.446 -1.424
H 3.167 -1.528 -4.450
H 2.569 3.598 2.603
H 1.529 2.149 3.339
H -3.097 2.626 2.784
H 3.419 -1.112 1.765
H -3.762 2.500 -2.394
H -1.792 2.822 0.865
H 0.346 -0.042 2.057
H 0.405 1.154 -4.496
H -3.350 -0.926 1.051
H -1.978 -4.672 1.148
H 5.732 -5.473 2.315
H 1.242 -0.872 0.635
H -3.802 0.139 -2.625
H -2.216 -1.844 2.137
H 2.868 4.322 -0.817
H -2.915 3.344 -0.934

3.
78
Properties=species:S:1:pos:R:3 method="wB97M-V/def2-TZVPD" charge=+1 spin_multiplicity=1 e_above_lowest_kcal_mol=15.1 lumo_energy_ev=-4.045 homo_lumo_gap_ev=7.03 largest_force_ev_per_a=3.57 homo_energy_ev=-11.07
Br -0.403 0.449 2.407
Ti 0.322 0.038 0.116
Si -1.106 -2.733 0.669
Si 1.632 -2.581 2.102
Si 1.505 -2.867 -0.980
O -0.220 1.867 -0.134
N 1.819 0.461 -1.241
N -1.356 -0.568 -1.092
C 2.301 0.493 -0.015
C 3.563 1.038 0.220
C -3.291 -1.932 -1.105
C -2.101 -2.681 2.225
C -2.818 5.824 -1.545
C -1.644 6.294 -0.971
C 2.999 -1.403 2.557
C -0.103 3.070 0.155
C 1.586 -4.741 -1.089
C 3.291 -2.323 -1.165
C -3.809 -1.202 -2.154
C -0.758 5.397 -0.401
C 2.477 0.940 -2.311
C -1.041 4.031 -0.433
C 0.651 -2.139 0.547
C 4.500 1.971 -3.361
C 0.641 -2.417 -2.582
C -3.117 4.466 -1.559
C 4.265 1.511 -0.862
C -2.032 -1.627 -0.584
C -3.067 -0.153 -2.691
C 2.476 -4.233 1.924
C -1.460 -4.451 0.043
C 0.973 3.500 1.078
C 0.634 -2.779 3.660
C -2.224 3.565 -1.008
C -1.853 0.138 -2.125
C 3.735 1.469 -2.166
H -4.046 4.117 -1.989
H 0.606 -1.350 -2.809
H 1.763 3.973 0.483
H 0.601 4.239 1.786
H -2.512 -4.702 0.220
H 1.210 -2.908 -3.379
H -1.427 7.353 -0.963
H -3.516 6.528 -1.981
H 2.571 -5.096 -0.778
H -1.241 0.951 -2.491
H 1.991 0.869 -3.276
H 3.610 -1.901 3.318
H 0.851 -5.280 -0.503
H -2.039 -1.767 2.808
H 1.795 -5.011 1.570
H 5.251 1.940 -0.716
H -1.250 -4.591 -1.019
H -0.862 -5.171 0.608
H -3.840 -2.771 -0.696
H -2.451 2.509 -0.986
H 3.971 1.085 1.219
H 3.652 -1.151 1.728
H 1.381 2.647 1.606
H 4.843 1.135 -3.971
H 3.419 -1.598 -1.974
H 5.376 2.543 -3.058
H 1.452 -5.033 -2.136
H 0.156 5.763 0.050
H -0.071 -1.983 3.882
H 3.723 -1.896 -0.261
H 2.607 -0.479 2.994
H -3.423 0.426 -3.532
H -0.382 -2.805 -2.625
H 3.330 -4.199 1.239
H -3.141 -2.827 1.913
H 3.878 2.607 -3.992
H 1.376 -2.812 4.466
H 3.884 -3.204 -1.421
H -4.776 -1.451 -2.572
H 2.859 -4.546 2.901
H -1.837 -3.524 2.866
H 0.104 -3.735 3.678

4.
99
Properties=species:S:1:pos:R:3 method="wB97M-V/def2-TZVPD" spin_multiplicity=1 lumo_energy_ev=0.325 homo_lumo_gap_ev=9.78 largest_force_ev_per_a=4.83 homo_energy_ev=-9.45
O 0.108 1.127 1.733
O 2.209 0.584 -2.872
O -6.516 -0.447 4.031
O -2.538 -4.825 1.778
O 3.792 0.250 -1.211
O -1.456 0.081 -2.936
O 5.918 3.109 -0.090
O -7.065 -4.246 2.860
O 6.304 4.505 -5.036
O 0.929 -1.759 0.455
O -3.557 0.128 0.696
O -4.292 -3.696 6.081
O 4.535 0.304 -3.455
O -1.709 5.055 1.049
O -9.210 -7.168 4.669
O 1.909 4.418 -3.068
C 3.034 4.973 -3.735
C 6.979 1.030 -3.886
C -5.386 0.091 3.359
C -3.203 -4.523 5.702
C 5.845 5.466 -5.975
C -0.309 -1.766 -0.249
C -2.309 1.175 -2.634
C 1.239 1.665 1.065
C -0.575 5.588 0.379
C 8.288 -1.084 -2.830
C 5.241 3.702 1.009
C -9.871 -6.556 5.767
C -6.554 -5.222 3.759
C 1.861 -0.529 -3.769
C -3.390 -3.728 2.081
C 3.562 0.372 -2.438
C 7.332 -0.527 -4.014
C 5.527 1.361 -3.305
C -2.519 0.783 1.414
H 5.130 2.262 -3.914
H -2.077 1.560 -1.638
H 1.709 -0.123 -4.825
H -1.630 -4.498 1.801
H 5.369 2.378 -0.402
H 5.108 2.964 1.803
H -9.259 -5.730 6.130
H -5.438 1.180 3.399
H -7.378 -5.817 4.160
H 7.736 1.474 -3.135
H -5.846 -5.868 3.233
H -4.093 0.816 0.281
H 3.953 4.643 -3.243
H -6.042 -4.714 4.578
H -2.631 -4.020 4.924
H 2.971 6.060 -3.688
H -7.512 -4.720 2.148
H 0.882 -0.974 -3.357
H 5.062 5.016 -6.585
H -2.956 1.433 2.177
H -5.390 -0.233 2.316
H 7.955 -0.640 -4.982
H 3.036 4.655 -4.781
H 8.149 -2.225 -2.817
H -2.175 1.964 -3.379
H -1.642 4.092 1.002
H -10.842 -6.172 5.446
H -1.895 0.032 1.895
H -4.425 -4.068 2.063
H -2.558 -4.699 6.568
H -0.186 -2.287 -1.202
H 2.151 1.326 1.561
H 5.839 4.533 1.384
H 5.440 6.331 -5.444
H 1.989 3.456 -3.124
H -10.006 -7.286 6.570
H 1.190 2.754 1.103
H 2.629 -1.370 -3.779
H 1.235 1.339 0.021
H 6.995 4.926 -4.509
H 0.180 0.163 1.682
H 9.364 -0.826 -3.134
H -6.446 -1.410 3.981
H 1.569 -1.294 -0.100
H 0.338 5.249 0.876
H 7.983 -0.653 -1.820
H 7.088 1.515 -4.911
H -4.779 -4.166 6.770
H -0.549 0.411 -2.910
H -9.770 -7.894 4.367
H 6.442 -1.224 -4.137
H -1.912 1.370 0.725
H -3.581 -5.473 5.317
H -3.343 0.831 -2.655
H -3.152 -3.344 3.076
H -1.055 -2.286 0.353
H 6.672 5.776 -6.619
H -0.637 -0.739 -0.424
H 5.548 1.730 -2.204
H -0.624 6.676 0.417
H -0.578 5.261 -0.664
H 4.267 4.077 0.682
H -3.254 -2.941 1.334
H -4.471 -0.247 3.852

5.
127
Properties=species:S:1:pos:R:3 method="wB97M-V/def2-TZVPD" spin_multiplicity=1 e_above_lowest_kcal_mol=0.0 lumo_energy_ev=-0.554 homo_lumo_gap_ev=6.78 largest_force_ev_per_a=0.81 homo_energy_ev=-7.33
Te -0.017 -2.728 -0.828
Sb -0.730 2.667 0.748
Sn -0.270 -0.219 0.260
Si 3.433 -4.830 -1.435
Si 2.156 -2.342 -4.237
Si 0.050 -5.332 -3.186
Si 1.623 -3.752 -2.444
O -1.589 0.199 -1.316
O 2.796 1.682 -2.128
O 6.612 0.262 -0.271
O 5.398 1.358 -1.782
O 0.943 1.135 -1.011
O 0.014 -0.897 2.245
N -2.267 -1.094 2.497
N 4.409 -0.672 1.055
N 2.268 -0.436 0.704
N -2.244 -0.961 1.116
C 3.565 -1.214 -3.737
C -1.983 -1.268 5.287
C -2.746 3.101 -1.572
C -0.574 -0.974 7.214
C -1.821 -1.239 6.661
C -2.852 -0.520 -3.153
C 1.919 2.612 2.197
C 0.776 4.803 2.411
C -0.703 -6.310 -1.774
C -3.941 -1.189 -3.671
C -2.608 -0.499 -1.770
C -3.511 2.448 1.874
C 5.541 0.594 -0.721
C -0.416 3.704 -2.158
C -3.324 -1.274 0.499
C -2.448 4.519 2.762
C -1.061 -1.017 2.976
C 4.659 -3.565 -0.783
C 2.797 -5.888 -0.020
C 2.710 -3.390 -5.699
C -1.749 5.185 -0.642
C -2.192 3.065 2.349
C 2.955 0.251 -0.258
C -3.510 -1.190 -0.929
C -4.618 -1.847 -1.481
C 1.908 4.228 0.284
C 2.206 1.071 -1.235
C 0.656 -1.313 -4.686
C 3.168 -1.018 1.472
C 0.354 -0.767 5.007
C 4.300 0.126 -0.052
C 0.512 -0.737 6.386
C 2.915 -1.972 2.582
C 0.911 -6.558 -4.332
C -0.892 -1.035 4.451
C 1.100 3.662 1.449
C -1.297 -4.472 -4.171
C -1.463 3.739 -1.047
C -1.691 2.299 3.571
C -4.840 -1.860 -2.839
C 4.325 -5.901 -2.694
H -1.688 4.891 3.445
H 2.869 4.582 0.675
H -1.374 -7.067 -2.190
H 4.444 -1.782 -3.423
H -2.671 -1.424 7.306
H 1.529 -7.261 -3.767
H -1.673 -3.576 -3.673
H -5.694 -2.378 -3.255
H -4.095 -1.197 -4.744
H -0.885 4.111 -3.060
H 1.852 -3.816 -6.225
H -2.153 0.000 -3.795
H 0.128 5.561 1.968
H 1.410 5.087 -0.168
H 1.191 -0.567 4.353
H -3.402 4.550 3.300
H 4.723 -5.299 -3.514
H 0.069 -6.822 -1.194
H 1.717 5.293 2.684
H 3.358 -4.215 -5.395
H 3.267 -2.773 -6.409
H -5.300 -2.361 -0.812
H 3.299 -1.588 3.529
H 3.684 -6.673 -3.122
H -3.389 1.441 1.468
H -2.948 -1.472 4.844
H -3.064 3.677 -2.448
H 0.169 -7.145 -4.883
H 3.603 -6.132 0.678
H -0.737 2.678 3.941
H 1.845 -2.140 2.659
H -1.275 -5.682 -1.090
H -4.143 -1.661 1.105
H 0.318 4.449 3.332
H 0.454 4.320 -1.938
H 3.861 -0.566 -4.567
H -3.562 3.129 -0.851
H 2.812 3.093 2.614
H -2.138 -5.155 -4.324
H 2.006 -5.373 0.532
H 1.485 -0.526 6.813
H -2.525 5.216 1.932
H 5.257 -3.142 -1.593
H -4.196 2.379 2.727
H 5.345 -4.014 -0.059
H -0.902 5.670 -0.150
H 5.300 -0.978 1.417
H 0.173 -0.934 -3.781
H 2.116 3.501 -0.499
H 1.551 -6.058 -5.063
H -2.624 5.260 0.002
H 0.951 -0.457 -5.299
H -2.421 2.399 4.383
H -1.589 1.237 3.369
H 3.266 -0.570 -2.912
H -0.077 2.695 -2.378
H 2.247 1.808 1.545
H -1.967 5.757 -1.550
H 3.408 -2.924 2.376
H 4.430 1.506 -1.995
H 5.171 -6.397 -2.208
H -0.916 -4.185 -5.155
H -0.452 -0.951 8.290
H -2.585 2.072 -1.880
H 1.363 2.166 3.026
H 2.384 -6.828 -0.394
H -3.995 3.069 1.120
H -0.082 -1.896 -5.241
H 4.134 -2.742 -0.299

6.
13
Properties=species:S:1:pos:R:3 method="wB97M-V/def2-TZVPD" spin_multiplicity=1 e_above_lowest_kcal_mol=103.0 lumo_energy_ev=0.911 homo_lumo_gap_ev=8.97 largest_force_ev_per_a=5.18 homo_energy_ev=-8.06
O -0.942 1.017 0.346
N 1.303 1.017 0.043
N -2.161 -0.738 0.044
C 1.572 -0.126 0.057
C -1.147 -0.083 -0.501
C 0.076 1.700 -0.187
C 1.969 -1.381 0.149
H -0.045 1.896 -1.328
H 1.595 -1.938 1.046
H -2.515 -1.632 -0.337
H 2.651 -1.855 -0.527
H 0.294 2.722 0.241
H -2.651 -0.598 0.954

7.
8
Properties=species:S:1:pos:R:3 method="wB97M-V/def2-TZVPD" spin_multiplicity=1 e_above_lowest_kcal_mol=22.7 lumo_energy_ev=-0.841 homo_lumo_gap_ev=7.55 largest_force_ev_per_a=2.76 homo_energy_ev=-8.39
S -3.205 -0.441 -0.004
S -1.604 0.628 0.122
C -0.265 -0.351 0.039
C 1.073 0.268 -0.090
H 1.877 -0.070 0.602
H -0.478 -1.451 0.281
H 1.487 0.155 -1.123
H 1.116 1.261 0.174

8.
21
Properties=species:S:1:pos:R:3 method="wB97M-V/def2-TZVPD" smiles=C#C[C@@]1(C(C)(C)C)CO1 spin_multiplicity=1 e_above_lowest_kcal_mol=104.2 lumo_energy_ev=0.869 homo_lumo_gap_ev=10.62 largest_force_ev_per_a=4.74 homo_energy_ev=-9.75
O 0.528 1.241 1.771
C -0.106 0.221 0.982
C -0.317 -1.040 1.701
C 1.439 -0.867 -0.848
C -0.856 1.397 1.504
C -1.024 -0.506 -1.194
C 0.239 0.054 -0.662
C -0.282 -2.107 2.271
C 0.439 1.460 -1.105
H -0.945 -0.528 -2.345
H -1.393 2.205 0.942
H 0.817 1.421 -2.089
H 1.415 -1.694 -0.109
H 1.286 -1.529 -1.733
H -1.374 1.245 2.439
H -0.126 -3.048 2.589
H 1.367 1.791 -0.510
H 2.420 -0.488 -0.718
H -0.419 2.070 -1.258
H -1.252 -1.427 -0.912
H -1.853 0.129 -0.717